No. 1
DFT (ωB97M-V with the def2-TZVPD basis set) results for a structure of composition C8H7ClO at a distorted geometry.

```
17
Properties=species:S:1:pos:R:3:forces:R:3
C -2.151 -0.758 -0.454 2.5103 -0.3064 -0.1992
C -1.445 -0.825 0.740 -1.1197 0.5155 -1.4315
C -1.420 -0.357 -1.633 -3.7292 -1.1709 1.5982
C -0.153 -0.428 0.862 1.4464 2.2226 0.8529
C -0.108 -0.122 -1.544 2.0591 0.0028 -0.0952
C 0.577 -0.097 -0.283 -3.5864 -0.9749 -0.3740
C 2.714 1.065 0.948 0.4615 -2.1292 -0.2957
C 1.827 0.402 -0.015 5.1981 0.1910 -0.3635
O 2.386 1.571 -0.332 -0.1726 0.0696 -1.3795
Cl 3.213 -1.357 -0.720 -1.0291 1.3457 0.3326
H -3.099 -1.224 -0.328 -1.0402 0.3586 -0.9835
H -2.031 -1.023 1.570 -0.7478 -0.5877 1.7661
H -1.976 -0.288 -2.569 0.4611 -0.1411 0.0933
H 0.203 0.017 1.848 -0.1451 -1.5284 -1.1448
H 0.329 -0.100 -2.536 0.9594 0.6488 0.4154
H 2.270 1.544 1.737 -1.0745 1.4868 1.7999
H 3.730 0.706 1.150 -0.4512 -0.0027 -0.5916
```
Positions in Å, forces in eV/Å.

Output
* HOMO level (spin up / spin down): -9.212 / -9.213 eV
* largest force on an atom: 0.10140 Eh/bohr
* gap between HOMO and LUMO (spin up / spin down): 8.48 / 8.48 eV
* charge: 0

No. 2
DFT (ωB97M-V with the def2-TZVPD basis set) results for a structure of composition C8H7EuO6 at a distorted geometry.

```
22
Properties=species:S:1:pos:R:3:forces:R:3
O -1.443 3.309 -1.540 -0.0425 -0.2590 0.3524
C -1.406 2.351 -0.813 -0.0885 2.0346 -0.0673
Eu -1.979 -0.025 -0.594 -0.9854 -0.6204 0.8349
O -2.034 1.497 -3.998 -0.2040 -1.5865 3.3913
C -2.104 0.973 -2.976 -0.0570 1.6261 -4.2540
C 0.292 0.693 -1.655 3.2933 0.6718 -2.1842
O 1.160 1.071 -2.311 -2.5919 -0.9243 2.0115
C -1.108 2.437 0.738 -0.9052 -2.3922 -1.2083
O -1.546 1.445 1.389 0.4973 1.3674 -0.4864
C 0.003 3.304 1.113 1.4529 -0.2767 0.8644
O 1.134 3.178 0.669 -1.5826 0.3164 0.3928
H -0.358 4.020 1.863 0.6424 0.6774 0.0881
C 1.295 -1.320 1.350 -0.1055 0.2957 0.0960
C 0.405 -2.214 0.551 -1.0914 0.3935 -0.5665
C 0.839 -3.629 0.402 -0.2328 -0.2678 -0.1844
O -0.661 -1.807 0.018 2.1708 -1.0774 1.0729
H 1.447 -1.766 2.345 0.0113 0.1143 -0.2728
H 0.889 -0.309 1.466 0.0491 -0.2480 -0.0545
H 2.282 -1.265 0.868 -0.2302 -0.0685 0.1261
H 0.106 -4.198 -0.175 0.1676 0.0721 0.1171
H 1.815 -3.664 -0.103 -0.1829 0.0356 0.1591
H 0.970 -4.082 1.395 0.0151 0.1159 -0.2279
```
Positions in Å, forces in eV/Å.

Output
* HOMO level (spin up / spin down): -11.121 / -11.095 eV
* largest force on an atom: 0.08857 Eh/bohr
* gap between HOMO and LUMO (spin up / spin down): 6.94 / 6.88 eV
* multiplicity: 8
* charge: +1

No. 3
DFT (ωB97M-V with the def2-TZVPD basis set) results for the ion C8H7N2O3 with charge -1 at a distorted geometry.

```
20
Properties=species:S:1:pos:R:3:forces:R:3
C -1.893 -0.510 -0.006 2.0986 -0.7982 0.1922
C -1.274 -1.221 1.023 1.4904 -0.9690 -0.1703
C -1.243 -0.184 -1.117 0.7864 -1.3947 0.8574
C 0.017 -1.638 0.868 -0.6627 1.3040 -1.3139
C 0.209 -0.462 -1.291 -2.3924 1.6624 3.2977
C 0.788 -1.282 -0.259 -2.6533 0.4577 -0.7031
C 2.171 1.925 0.823 -0.3542 1.8397 -2.1227
C 0.762 1.445 1.352 -0.7310 -0.3570 0.7410
N 0.952 1.492 0.106 2.9721 0.2878 1.0427
N 2.057 -1.719 -0.415 1.9386 -0.3813 -0.8151
O 0.747 1.099 -1.120 -0.1064 0.3996 -1.1178
O 2.654 -1.330 -1.448 0.1574 -0.3522 0.5204
O 2.612 -2.470 0.415 -0.3728 0.3374 -0.2336
H -2.858 -0.297 0.258 -2.6106 1.0570 -0.3028
H -1.955 -1.413 1.793 -0.1146 -0.7427 1.7050
H -1.812 0.383 -1.753 -0.5823 1.3061 -2.2712
H 0.682 -2.150 1.449 0.6431 -1.6471 2.5841
H 0.472 -0.478 -2.262 1.3924 -0.6195 -3.0481
H 2.331 3.024 0.562 0.0299 -1.3499 0.8300
H 3.102 1.325 0.767 -0.9286 -0.0400 0.3282
```
Positions in Å, forces in eV/Å.

Output
* HOMO level (spin up / spin down): -3.597 / -3.597 eV
* largest force on an atom: 0.08557 Eh/bohr
* gap between HOMO and LUMO (spin up / spin down): 7.32 / 7.32 eV
* charge: -1

no.,DFT total energy (Ha)
1,-844.35239
2,-1470.49206
3,-643.99148